{
  "formula": "C21H23CeClOPS",
  "method": "the ωB97M-V functional and the def2-TZVPD basis",
  "symbols": ["Ce", "Cl", "C", "O", "P", "C", "C", "C", "C", "C", "C", "C", "C", "H", "H", "H", "H", "H", "C", "C", "C", "C", "C", "H", "H", "H", "H", "H", "C", "C", "C", "C", "C", "H", "H", "H", "H", "H", "H", "H", "C", "S", "C", "H", "H", "H", "H", "H", "H"],
  "xyz": [[-0.47663, -1.87945, 0.81487], [1.65169, -1.53143, 1.88150], [-2.14090, -1.82621, -0.20491], [-3.23807, -1.92433, -0.82981], [-0.11401, 0.63537, -0.13229], [1.21156, 0.70088, -1.30552], [-1.56089, 1.31885, -0.88520], [0.29651, 1.59987, 1.33639], [-2.17480, 2.42840, -0.30621], [-3.26150, 3.01876, -0.95387], [-3.72434, 2.50569, -2.16670], [-3.09740, 1.39332, -2.73149], [-2.01166, 0.79700, -2.08107], [-1.81337, 2.83494, 0.63741], [-3.74558, 3.88852, -0.50700], [-4.57247, 2.96913, -2.66990], [-3.45451, 0.98170, -3.67766], [-1.53262, -0.07817, -2.53138], [2.25039, -0.21555, -1.34469], [3.29021, -0.04906, -2.26504], [3.27283, 1.03117, -3.14572], [2.21774, 1.94517, -3.10570], [1.18130, 1.77490, -2.17689], [2.27455, -1.06613, -0.64463], [4.11244, -0.76740, -2.29375], [4.07905, 1.16245, -3.86906], [2.19400, 2.79033, -3.79384], [0.35512, 2.48745, -2.16255], [1.21930, 2.62728, 1.18980], [1.48631, 3.45535, 2.28418], [0.83309, 3.25180, 3.49957], [-0.08641, 2.21585, 3.63077], [-0.34968, 1.37594, 2.54025], [1.73600, 2.78031, 0.24698], [2.21576, 4.26186, 2.18061], [1.05006, 3.90072, 4.35063], [-0.59665, 2.04346, 4.58100], [-1.05892, 0.53717, 2.64955], [4.40302, -2.47954, 0.59849], [4.40333, -2.18816, 1.30469], [-1.26103, -5.85680, 2.50297], [-0.94622, -4.24569, 1.72763], [-0.24180, -4.94227, 0.19062], [-1.69226, -5.67785, 3.45600], [-0.30941, -6.38498, 2.63007], [-1.97115, -6.41361, 1.88214], [0.64342, -5.53999, 0.44371], [-1.01668, -5.52245, -0.32128], [0.07129, -4.12455, -0.45370]],
  "atomic_forces_ev_per_a": [[8.291, -0.730, 5.264], [1.085, 0.215, 0.614], [-16.993, 0.075, -10.163], [8.239, 0.541, 4.773], [0.009, 0.204, 0.401], [-0.109, 0.300, -0.133], [-0.103, 0.809, 0.335], [0.083, 0.060, -0.745], [-0.507, 0.310, -0.164], [-0.032, 0.031, 0.112], [0.174, -0.071, 0.121], [0.152, -0.251, 0.048], [-0.740, -0.120, -0.922], [-0.088, -0.042, -0.270], [0.138, -0.262, -0.148], [0.240, -0.115, 0.128], [0.122, 0.150, 0.304], [-0.065, 0.319, 0.052], [0.637, -0.648, -0.031], [-0.118, -0.206, 0.153], [-0.122, 0.091, 0.038], [-0.234, -0.065, 0.229], [0.576, 0.670, -1.124], [0.144, 0.496, -0.374], [-0.287, 0.241, 0.015], [-0.235, -0.052, 0.237], [0.018, -0.236, 0.197], [0.242, -0.177, 0.005], [0.240, 0.470, 0.627], [0.142, -0.007, -0.202], [0.056, 0.065, -0.087], [-0.281, -0.525, -0.034], [-0.069, 0.097, 0.662], [-0.078, 0.032, 0.155], [-0.260, -0.263, 0.060], [-0.099, -0.219, -0.288], [0.195, 0.083, -0.310], [0.097, 0.439, 0.040], [0.054, 0.268, 0.681], [0.045, -0.296, -0.730], [0.111, -0.222, -0.338], [-0.426, -2.527, 0.303], [-0.057, 0.131, 0.263], [-0.398, 0.186, 0.871], [-0.208, 0.189, -0.165], [0.253, 0.155, 0.065], [-0.304, 0.197, -0.097], [0.257, 0.146, 0.093], [0.212, 0.065, -0.522]],
  "e_homo_ev": [-14.46, -14.45],
  "lumo_energy_ev": [-9.24, -8.98],
  "total_charge": 2,
  "spin_multiplicity": 2,
  "max_force_ha_per_bohr": 0.385
}

=====

{
  "formula": "C21H23ClN2PSTm",
  "method": "the ωB97M-V functional and the def2-TZVPD basis",
  "symbols": ["Tm", "Cl", "P", "C", "C", "C", "C", "C", "C", "C", "C", "C", "C", "C", "C", "C", "C", "C", "C", "C", "C", "H", "H", "H", "H", "H", "H", "H", "H", "H", "H", "H", "H", "H", "H", "H", "H", "H", "S", "C", "N", "C", "C", "N", "H", "H", "H", "H", "H", "H"],
  "xyz": [[-0.81738, -1.81887, 0.95994], [-0.03096, 0.39819, 2.13558], [0.08027, 0.54549, -0.54889], [-1.30376, -0.40583, -1.31493], [-1.09656, -1.14919, -2.49157], [-2.17865, -1.81106, -3.03700], [-3.45772, -1.63148, -2.52428], [-3.67776, -0.83216, -1.41447], [-2.60347, -0.24053, -0.75384], [-0.22789, 2.31131, -0.87381], [0.58841, 3.21137, -0.15530], [0.48278, 4.57855, -0.36157], [-0.50669, 5.07816, -1.20946], [-1.32739, 4.19919, -1.90693], [-1.21602, 2.81702, -1.73891], [1.59703, 0.14437, -1.42672], [2.57272, -0.60995, -0.74994], [3.77715, -0.90802, -1.36841], [4.02479, -0.42847, -2.64953], [3.05633, 0.31035, -3.33579], [1.84795, 0.62687, -2.72306], [1.27518, 2.77849, 0.57031], [1.15631, 5.24140, 0.17264], [-0.65064, 6.15267, -1.30441], [-2.07559, 4.56774, -2.60592], [-1.92305, 2.12992, -2.21043], [-0.09823, -1.20615, -2.91853], [-2.02019, -2.46996, -3.87375], [-4.29597, -2.13253, -3.00154], [-4.68941, -0.68166, -1.04441], [-2.76049, 0.46409, 0.07471], [2.35869, -0.95783, 0.26674], [4.52706, -1.48785, -0.83711], [4.98784, -0.60957, -3.10616], [3.23600, 0.65610, -4.34442], [1.11315, 1.26239, -3.22834], [-0.12409, -3.10286, -0.36548], [0.62584, -2.82444, -0.21214], [0.13243, -3.84122, 2.35105], [0.08393, -2.46688, 3.43391], [1.08759, -2.20165, 4.26792], [0.66865, -1.47540, 5.45217], [-0.84176, -1.34533, 5.26270], [-1.02432, -1.76546, 3.87547], [2.05510, -2.25959, 4.01522], [1.08317, -0.47127, 5.60157], [1.05868, -2.07930, 6.27959], [-1.13401, -0.33201, 5.53086], [-1.41769, -2.03512, 5.86069], [-1.97739, -1.89206, 3.52595]],
  "atomic_forces_ev_per_a": [[-0.254, 3.967, 0.693], [-0.516, -0.697, 1.457], [-0.158, -1.294, -1.682], [0.519, 1.416, -0.485], [-0.185, -0.201, 0.983], [-0.112, -0.235, -0.193], [-0.222, -0.300, -0.214], [-0.334, -0.107, 0.503], [0.634, -0.264, -0.280], [-0.401, 0.520, 0.677], [-0.182, -0.717, -0.346], [-0.104, -0.109, 0.191], [0.192, -0.118, -0.001], [-0.259, -0.355, -0.190], [0.304, -0.330, 0.456], [0.148, 0.078, -0.350], [-0.678, -0.043, -0.202], [0.133, 0.027, 0.038], [-0.199, 0.067, 0.010], [-0.176, 0.058, 0.212], [0.256, -0.106, 0.216], [0.124, 0.370, -0.145], [-0.205, 0.005, -0.047], [0.122, -0.243, -0.110], [0.101, 0.048, 0.261], [0.293, 0.315, -0.122], [-0.209, -0.064, 0.004], [-0.100, -0.006, -0.295], [0.121, 0.124, 0.074], [0.152, -0.012, -0.092], [0.059, -0.244, -0.217], [0.186, 0.173, -0.196], [-0.064, 0.125, -0.139], [-0.034, -0.081, -0.090], [0.140, 0.018, 0.013], [0.257, -0.277, 0.147], [2.160, -0.226, -0.856], [-1.126, -0.759, -0.875], [-0.381, 1.486, -0.339], [-0.612, -0.403, 2.401], [-0.473, 0.522, -0.947], [0.626, 0.275, 0.808], [0.163, 0.169, 0.784], [0.280, -1.207, -1.280], [0.270, -0.551, -0.152], [0.338, -0.266, -0.654], [-0.759, 0.196, 0.249], [-0.319, 0.014, -0.616], [-0.080, -0.201, 0.409], [0.562, -0.555, 0.529]],
  "e_homo_ev": [-13.19, -13.21],
  "lumo_energy_ev": [-7.43, -7.37],
  "total_charge": 2,
  "spin_multiplicity": 3,
  "max_force_ha_per_bohr": 0.078
}

=====

{
  "formula": "C21H23F3N2O2",
  "method": "the ωB97M-V functional and the def2-TZVPD basis",
  "symbols": ["C", "N", "C", "C", "C", "C", "C", "C", "C", "F", "F", "F", "C", "C", "H", "H", "H", "H", "H", "H", "H", "H", "H", "H", "H", "C", "C", "O", "C", "C", "N", "C", "C", "C", "C", "C", "C", "C", "O", "H", "H", "H", "H", "H", "H", "H", "H", "H", "H", "H", "H"],
  "xyz": [[-3.29306, -0.35014, 2.17760], [-2.06233, 0.22183, 1.70910], [-2.07014, 1.64406, 1.52260], [-1.03464, -0.67349, 1.21896], [0.37072, -0.43526, 1.80858], [0.84830, 0.80402, 2.23778], [2.19896, 0.96295, 2.56395], [3.04216, -0.13765, 2.49688], [4.50738, 0.04672, 2.78979], [5.13132, -1.12510, 3.11642], [5.17449, 0.56896, 1.70220], [4.72432, 0.90675, 3.83374], [2.54970, -1.40705, 2.22035], [1.19145, -1.55219, 1.96789], [-4.12876, 0.32682, 1.96365], [-3.46125, -1.32400, 1.69687], [-3.25745, -0.51452, 3.26706], [-2.94175, 1.96082, 0.92230], [-2.15132, 2.12413, 2.51532], [-1.16244, 2.01558, 1.04058], [-1.37214, -1.66544, 1.57082], [0.20207, 1.67519, 2.32498], [2.56762, 1.93927, 2.86993], [3.22012, -2.26360, 2.21175], [0.77858, -2.55771, 1.91263], [1.89690, -4.46865, -0.04277], [1.32271, -3.49400, -1.02403], [0.27660, -2.75052, -0.32711], [0.03036, -1.55942, -0.90285], [-1.08361, -0.77855, -0.21621], [-1.23508, 0.42452, -0.97258], [-0.69703, 1.52666, -1.26630], [-1.07220, 2.20500, -2.53230], [-1.16835, 3.60417, -2.68814], [-1.66296, 4.13487, -3.88704], [-2.03454, 3.28963, -4.94366], [-1.90247, 1.89963, -4.80152], [-1.42959, 1.37194, -3.59929], [0.62498, -1.15884, -1.88698], [2.57786, -5.14452, -0.56533], [2.47725, -3.93762, 0.72125], [1.12338, -5.06505, 0.44900], [2.08368, -2.78986, -1.37637], [0.83436, -3.97526, -1.88187], [-2.01220, -1.33975, -0.45134], [0.02779, 2.10919, -0.64640], [-0.87391, 4.25493, -1.86118], [-1.76679, 5.21785, -4.00561], [-2.41439, 3.71048, -5.87901], [-2.16722, 1.22647, -5.61597], [-1.32745, 0.29575, -3.45809]],
  "atomic_forces_ev_per_a": [[0.188, -0.208, 0.327], [0.283, -0.154, -0.106], [-0.205, 0.419, 0.335], [0.029, 0.031, 3.769], [-0.634, -0.143, 0.373], [0.522, 0.251, -0.248], [-0.523, -0.182, -0.009], [0.525, 0.053, 0.204], [0.791, 0.192, 0.024], [-0.427, 0.930, -0.345], [-0.475, -0.475, 1.043], [-0.143, -0.621, -0.897], [-0.188, 0.194, 0.171], [0.464, -0.190, 0.019], [0.054, -0.245, -0.056], [-0.238, 0.224, 0.076], [-0.245, -0.034, -0.083], [0.274, 0.046, 0.040], [-0.005, 0.175, -0.282], [-0.469, -0.163, 0.189], [0.496, 0.259, 0.163], [0.209, -0.364, -0.148], [0.006, -0.239, -0.038], [-0.193, 0.161, 0.205], [0.079, 0.380, -0.294], [0.280, -0.263, 0.269], [-0.342, 0.086, 0.045], [0.019, 0.335, -0.844], [0.806, 0.220, -1.031], [-0.312, 0.373, -3.110], [-0.079, 0.632, -1.781], [0.220, -0.172, 1.007], [-0.637, 0.277, -0.573], [0.028, -0.618, -0.105], [0.035, -0.131, -0.020], [0.170, -0.205, 0.307], [0.133, 0.362, 0.302], [-0.111, 0.126, -0.272], [-0.654, -0.461, 1.105], [-0.042, 0.003, 0.073], [-0.151, -0.175, -0.115], [0.074, 0.057, -0.093], [-0.271, -0.194, -0.009], [0.290, 0.089, 0.144], [0.354, -0.042, 0.133], [-0.064, -0.481, -0.143], [-0.123, -0.109, -0.266], [0.070, -0.405, 0.085], [0.137, -0.117, 0.364], [0.047, 0.211, 0.151], [-0.050, 0.305, -0.055]],
  "e_homo_ev": -8.10,
  "lumo_energy_ev": 0.54,
  "relative_energy_kj_mol": 0.00,
  "max_force_ha_per_bohr": 0.073,
  "smiles": "CCOC(=O)[C@H](/N=C/c1ccccc1)[C@@H](c1ccc(C(F)(F)F)cc1)N(C)C"
}

=====

{
  "formula": "C21H23FN2O3",
  "method": "the ωB97M-V functional and the def2-TZVPD basis",
  "symbols": ["C", "C", "O", "C", "C", "C", "C", "C", "C", "N", "C", "O", "N", "C", "H", "C", "H", "H", "C", "C", "O", "C", "C", "C", "C", "C", "C", "H", "H", "F", "H", "H", "C", "H", "C", "H", "H", "H", "H", "H", "H", "H", "H", "H", "H", "H", "H", "H", "H", "H"],
  "xyz": [[-3.03080, 4.23347, -1.96556], [-2.57374, 4.09348, -0.51667], [-1.29221, 3.51190, -0.40094], [-0.17724, 4.25317, -0.73753], [-0.16535, 5.61084, -1.00011], [1.02647, 6.25177, -1.30924], [2.20677, 5.53858, -1.35830], [2.21134, 4.17877, -1.09430], [1.02991, 3.52495, -0.78214], [0.93825, 2.16255, -0.50083], [1.94346, 1.22812, -0.47777], [3.11678, 1.48587, -0.66631], [1.52201, -0.05388, -0.23576], [0.15375, -0.42431, 0.06179], [-0.17766, 0.03259, 1.00767], [0.02263, -1.94109, 0.17314], [0.31376, -2.39544, -0.77511], [-1.02271, -2.19556, 0.35387], [0.91074, -2.48621, 1.30432], [1.03608, -3.99410, 1.12331], [2.08833, -4.53106, 0.86797], [-0.22092, -4.78673, 1.21396], [-0.25793, -5.99949, 0.52333], [-1.38232, -6.79924, 0.54669], [-2.47417, -6.38009, 1.28714], [-2.46229, -5.19352, 2.00040], [-1.33352, -4.39753, 1.95804], [-1.32156, -3.48529, 2.53360], [-3.32751, -4.91004, 2.57874], [-3.57767, -7.14834, 1.32149], [-1.42308, -7.73345, 0.00975], [0.61567, -6.29780, -0.03621], [2.28510, -1.79798, 1.29067], [3.06376, -2.54837, 1.43415], [2.53005, -1.07641, -0.02862], [3.49658, -0.56971, -0.01992], [2.52734, -1.79010, -0.85950], [2.35011, -1.07517, 2.10505], [0.42146, -2.29691, 2.26397], [-0.51052, -0.08048, -0.74151], [-0.00717, 1.87750, -0.29947], [3.12511, 3.61039, -1.12693], [3.13283, 6.03600, -1.60195], [1.01714, 7.31214, -1.51169], [-1.07472, 6.19013, -0.96497], [-2.60803, 5.06092, -0.00153], [-3.23211, 3.40064, 0.01645], [-3.03469, 3.25979, -2.44971], [-4.03535, 4.64634, -1.99434], [-2.36218, 4.88836, -2.51859]],
  "atomic_forces_ev_per_a": [[0.275, -0.067, 0.315], [-0.481, 0.126, -0.155], [0.622, -0.018, -0.057], [0.093, -0.127, 0.012], [-0.200, -0.088, 0.071], [0.099, 0.072, -0.030], [-0.114, 0.128, -0.007], [0.087, -0.069, -0.002], [-0.033, 0.181, -0.034], [-0.548, -0.118, 0.120], [-0.152, -0.194, -0.031], [0.362, 0.306, -0.077], [-0.035, -0.145, -0.017], [-0.298, 0.024, -0.043], [-0.070, -0.005, -0.083], [-0.083, 0.233, 0.181], [-0.048, -0.033, -0.052], [0.030, 0.021, -0.098], [0.332, -0.037, -0.053], [-0.101, 0.309, 0.239], [0.028, -0.045, -0.112], [-0.118, -0.453, -0.069], [-0.015, 0.171, 0.085], [-0.207, -0.041, 0.072], [0.143, 0.137, 0.028], [-0.181, -0.208, -0.031], [0.203, -0.066, -0.140], [-0.002, 0.128, 0.016], [-0.087, 0.001, 0.051], [0.095, 0.062, -0.006], [-0.031, -0.093, -0.052], [0.064, -0.028, -0.032], [0.052, -0.058, -0.094], [-0.026, 0.071, 0.051], [0.391, -0.049, 0.156], [-0.145, -0.164, -0.054], [0.079, 0.028, 0.035], [0.017, 0.026, 0.002], [-0.062, -0.014, -0.031], [0.006, 0.018, 0.131], [0.122, -0.102, -0.001], [0.013, -0.026, 0.011], [0.087, 0.035, -0.021], [-0.001, 0.085, -0.017], [-0.109, -0.011, 0.001], [0.027, -0.124, 0.015], [0.069, 0.174, -0.029], [-0.027, -0.070, -0.051], [-0.115, 0.055, -0.030], [-0.008, 0.057, -0.085]],
  "e_homo_ev": -7.95,
  "lumo_energy_ev": 0.24,
  "relative_energy_kj_mol": 89.35,
  "max_force_ha_per_bohr": 0.012,
  "smiles": "CCOc1ccccc1NC(=O)N1CCC(C(=O)c2ccc(F)cc2)CC1"
}

=====

no.,DFT total energy (eV)
1,-69752.5055
2,-87290.8313
3,-37376.3181
4,-33991.3167